# 1
DFT (ωB97M-V/def2-TZVPD) results for 2 unconnected molecules or ions with the total composition C2H2N2O2.

For the LUMO energy, the calculation gives 0.602 eV. The value obtained for the frontier orbital gap is 0.41119 hartree. As for the relative energy (zero: lowest compared OMol25 entry of this formula, charge and spin): 6.55 kcal per mole. Its HOMO energy is -10.59 eV. The value obtained for the calculated total energy is -9181.50223 eV. For the molar mass, the calculation gives 86.0 g/mol. The SMILES is N=C=N.O=C=O.

Atoms and positions in Å:
N1 -0.16 1.07 -0.04
C1 -0.95 0.19 0.26
N2 -1.65 -0.79 0.49
H1 -0.33 2.01 0.27
H2 -2.51 -0.63 -0.02
O1 2.64 0.26 0.16
C2 1.87 -0.61 0.25
O2 1.14 -1.51 0.36

These are the natural (NBO) partial charges, in e, on atoms 1 to 2: atom 1 (N): -0.76, atom 2 (C): 0.66

***

# 2
DFT (ωB97M-V/def2-TZVPD) results for a molecular structure, C2O4S in a non-equilibrium geometry.

For the LUMO energy, the calculation gives -2.632 eV. The value obtained for the frontier orbital gap is 0.30760 hartree. As for the relative energy (zero: lowest compared OMol25 entry of this formula, charge and spin): 50.37 kcal per mole. Its HOMO energy is -11.00 eV. The value obtained for the calculated total energy is -21095.31920 eV. For the molar mass, the calculation gives 120.1 g/mol.

Atoms and positions in Å:
C1 0.05 0.26 -0.79
C2 -0.18 0.82 0.58
O1 -0.07 0.91 -2.04
O2 -0.12 1.89 1.06
O3 -0.57 -0.34 1.18
O4 1.09 -2.05 0.12
S1 -0.20 -1.48 -0.11

These are the natural (NBO) partial charges, in e, on atoms 1 to 2: atom 1 (C): 0.20, atom 2 (C): 0.66